The following is a DFT calculation (ωB97M-V with the def2-TZVPD basis set) of an isolated molecule of C5H13NO2.

Output
**LUMO**: 0.8641 eV
**Energy above the lowest of the compared OMol25 structures with the same formula, charge and spin**: 322.62 kJ/mol
**Total charge**: 0
**E_HOMO**: -0.3428 Ha

Element x y z (Å)
C -0.0905 0.5111 0.1072
C 0.5870 -0.7367 -0.3873
C -0.2795 -2.0715 -0.0514
C -0.3227 0.5643 1.6104
C -1.3136 0.9365 -0.6955
N 2.3498 1.3264 -0.3366
O 0.9589 1.6737 -0.1865
O -1.6782 -1.9811 -0.1668
H -1.9072 -2.0289 -1.1074
H 2.6114 1.7726 -1.2174
H 2.8067 1.9056 0.3702
H 0.7375 -0.7127 -1.4709
H 1.5446 -0.9281 0.1088
H 0.0815 -2.8523 -0.7310
H -0.0654 -2.4341 0.9570
H -1.0449 1.1495 -1.7359
H -2.1444 0.2331 -0.7474
H -1.2436 0.0576 1.9073
H -0.3438 1.6149 1.9283
H 0.5071 0.1275 2.1756
H -1.7508 1.8726 -0.3307

Atoms 1-6, force components in eV/Å:
2.0 1.3 -0.3
-1.6 -2.4 0.5
1.3 0.6 -0.5
0.3 0.2 0.2
-0.1 0.8 -0.6
-0.6 0.2 0.3

---

The following is a DFT calculation (ωB97M-V with the def2-TZVPD basis set) of a cluster of 2 separate species, C5H13NO2 in total.

Output
**LUMO**: 0.8993 eV
**Energy above the lowest of the compared OMol25 structures with the same formula, charge and spin**: 181.52 kJ/mol
**Total charge**: 0
**E_HOMO**: -0.3241 Ha

Element x y z (Å)
C -1.4428 1.7222 -0.2481
N -0.8401 0.7414 0.6522
C 2.6154 -0.3707 -0.6423
C 1.5567 0.2520 0.2972
C 0.1115 -0.1831 0.0799
C -0.0282 -1.5432 0.7520
O -0.7419 -2.4763 0.4841
H -2.1832 2.2323 0.3746
H -1.9629 1.2583 -1.0800
H -0.6666 2.4069 -0.6209
H -0.7164 1.0851 1.5876
H 3.6161 -0.0748 -0.3397
H 2.4623 0.0254 -1.6497
H 2.6048 -1.4587 -0.6334
H 1.6668 1.3308 0.1388
H 1.8649 0.1150 1.3348
H -0.2490 -0.3771 -0.9415
H 0.6563 -1.6971 1.6049
H -2.5791 -0.6106 0.2757
H -2.7585 -1.6405 -0.8408
O -2.9860 -0.7372 -0.5855

Atoms 1-6, force components in eV/Å:
0.6 0.2 0.8
-1.2 -0.6 -0.3
-0.4 0.2 0.3
1.1 0.7 -1.1
-0.2 -0.3 0.4
0.2 -0.9 0.8

---

The following is a DFT calculation (ωB97M-V with the def2-TZVPD basis set) of a cluster of 2 separate species, C5H13NO2 in total.

Output
**LUMO**: 0.6631 eV
**Energy above the lowest of the compared OMol25 structures with the same formula, charge and spin**: 254.02 kJ/mol
**Total charge**: 0
**E_HOMO**: -0.3416 Ha

Element x y z (Å)
O 0.2800 -1.8589 2.7121
C 0.2159 -1.0680 1.8071
C -0.6228 0.1824 1.8312
C -0.3811 0.9341 0.4973
C 0.8210 1.8539 0.4032
C 2.3077 0.6450 -1.0619
N 2.0194 0.9675 0.2897
H 0.6340 -1.2681 0.7882
H -1.6557 0.0499 2.2132
H -0.0826 0.8250 2.6210
H -1.2124 1.6845 0.3781
H -0.3508 0.2736 -0.3482
H 0.8487 2.4442 -0.5834
H 0.8105 2.6039 1.2252
H 2.6172 1.4817 -1.7248
H 3.1522 -0.0374 -1.1955
H 1.3732 0.1165 -1.4318
H 2.8172 1.6016 0.7044
H -4.8926 -4.5130 -3.0899
H -4.0869 -3.2821 -2.6572
O -4.6122 -3.6364 -3.3780

Atoms 1-6, force components in eV/Å:
0.4 0.2 -0.2
-1.3 -1.0 -0.3
2.3 1.9 0.8
-2.3 2.3 0.5
0.8 -0.4 -1.6
-0.5 -0.9 -1.7

---

The following is a DFT calculation (ωB97M-V with the def2-TZVPD basis set) of a cluster of 2 separate species, C5H13NO2 in total.

Output
**LUMO**: 0.7721 eV
**Energy above the lowest of the compared OMol25 structures with the same formula, charge and spin**: 74.60 kJ/mol
**Total charge**: 0
**E_HOMO**: -0.3620 Ha

Element x y z (Å)
O 0.6831 -2.3324 -0.0460
C 1.1562 -1.6855 0.8763
N 1.0117 -0.3570 1.0163
C 0.3014 0.4630 0.0509
C -0.6619 1.4547 0.6269
C -1.6921 0.8382 1.5747
C -1.4240 2.1534 -0.5224
H 1.8081 -2.2024 1.5857
H 1.2435 0.0974 1.8843
H 1.0505 0.9223 -0.6125
H -0.1383 -0.2060 -0.6823
H -0.1370 2.3048 1.0621
H -1.2407 0.1543 2.3009
H -2.2739 1.5841 2.1187
H -2.3273 0.2040 0.9501
H -1.7392 1.4022 -1.2460
H -0.7985 2.8426 -1.0849
H -2.3238 2.6543 -0.1775
H 0.6101 -1.4675 -2.4961
H 1.7006 -0.6192 -2.9057
O 0.7402 -0.6617 -3.0456

Atoms 1-6, force components in eV/Å:
0.1 0.2 -0.1
-0.1 -0.5 -0.8
-0.2 0.5 0.5
0.9 -0.5 -1.1
-1.0 1.3 -0.3
0.5 -0.6 -0.1

---

The following is a DFT calculation (ωB97M-V with the def2-TZVPD basis set) of a cluster of 3 separate species, C5H13NO2 in total.

Output
**LUMO**: 0.8064 eV
**Energy above the lowest of the compared OMol25 structures with the same formula, charge and spin**: 316.46 kJ/mol
**Total charge**: 0
**E_HOMO**: -0.3105 Ha

Element x y z (Å)
N -0.2358 1.8710 -1.9522
C 0.4140 0.6035 -2.2110
C -0.1840 -2.9200 0.5362
C -0.6895 -1.7142 0.7454
C -0.4722 -0.4831 -0.0335
C 0.3076 -0.4561 -1.0939
H 0.0994 2.6186 -2.5613
H -1.2311 1.8495 -2.1410
H 1.4822 0.6474 -2.6072
H -0.1062 0.0103 -2.9702
H -0.4908 -3.8928 0.8732
H 0.5558 -3.0426 -0.2453
H -1.5027 -1.6742 1.4867
H -1.0483 0.3445 0.3452
H 0.9805 -1.2671 -1.4222
H 1.2289 0.0753 1.8417
H 0.6190 0.3767 3.3328
O 0.7833 -0.2441 2.6222
H -0.2564 3.1566 2.2410
H -0.3450 1.8265 1.2603
O 0.0912 2.3142 1.9531

Atoms 1-6, force components in eV/Å:
0.2 0.8 -0.2
0.3 -1.4 0.3
0.7 0.0 -1.5
-1.4 -0.8 0.9
0.2 -1.0 0.7
1.5 1.3 -1.7

---

The following is a DFT calculation (ωB97M-V with the def2-TZVPD basis set) of a cluster of 2 separate species, C5H13NO2 in total.

Output
**LUMO**: 0.7665 eV
**Energy above the lowest of the compared OMol25 structures with the same formula, charge and spin**: 210.74 kJ/mol
**Total charge**: 0
**E_HOMO**: -0.2999 Ha

Element x y z (Å)
C -2.2379 0.9211 1.4667
O -3.5630 0.5620 1.8785
C -1.8605 0.3284 0.1065
C -1.2040 -1.0473 0.0478
C 0.2752 -1.1038 0.3415
C 1.1360 -0.1241 0.1006
N 2.5122 -0.2599 0.3318
H -1.5737 0.7111 2.3226
H -2.2094 2.0043 1.3805
H -3.5264 -0.2760 2.3459
H -2.8685 0.2147 -0.3379
H -1.3849 1.0989 -0.4984
H -1.4605 -1.4615 -0.9216
H -1.7252 -1.7183 0.7417
H 0.5385 -2.0365 0.8183
H 0.8320 0.8736 -0.1856
H 2.8537 -1.2000 0.3001
H 3.0314 0.5576 0.6345
H 4.5707 -0.2157 -3.9495
H 3.6142 0.2191 -2.8489
O 4.0143 0.5270 -3.6707

Atoms 1-6, force components in eV/Å:
0.4 0.0 0.8
0.0 0.1 -0.2
-1.4 0.0 0.1
-0.1 0.4 0.3
-1.3 0.0 -0.2
0.8 -0.2 1.0

---

The following is a DFT calculation (ωB97M-V with the def2-TZVPD basis set) of a cluster of 2 separate species, C5H13NO2 in total.

Output
**LUMO**: 0.8560 eV
**Energy above the lowest of the compared OMol25 structures with the same formula, charge and spin**: 499.99 kJ/mol
**Total charge**: 0
**E_HOMO**: -0.2629 Ha

Element x y z (Å)
C -0.4785 -0.2494 -0.7605
C 0.4920 1.6648 0.3273
C 0.7073 -1.0179 -0.7246
C -1.7617 -0.7818 -1.2991
C 1.4215 2.4074 -0.6165
N -0.8406 -1.7894 2.6622
O -0.4243 -1.3442 1.4007
O -0.5827 1.0188 -0.3892
H -0.9995 -2.7949 2.6249
H -0.1042 -1.6051 3.3418
H -0.0166 2.3595 0.9954
H 1.0044 0.9247 0.9417
H 0.5105 -1.5208 0.4745
H -2.5904 -0.4679 -0.6658
H 0.7070 -1.8638 -1.4042
H 1.6516 -0.4865 -0.7137
H -1.9278 -0.3894 -2.3086
H -1.7357 -1.8678 -1.3399
H 1.9236 1.7264 -1.3038
H 2.1810 2.9390 -0.0400
H 0.8632 3.1382 -1.2027

Atoms 1-6, force components in eV/Å:
0.4 0.1 0.2
0.1 0.0 -0.1
-0.1 0.4 -0.5
0.0 0.0 0.0
-0.1 -0.1 0.0
0.0 0.0 0.1

---

The following is a DFT calculation (ωB97M-V with the def2-TZVPD basis set) of a cluster of 3 separate species, C5H13NO2 in total.

Output
**LUMO**: -3.6419 eV
**Energy above the lowest of the compared OMol25 structures with the same formula, charge and spin**: 684.05 kJ/mol
**Total charge**: 0
**E_HOMO**: -0.2866 Ha

Element x y z (Å)
C -0.8585 -1.1589 1.3745
O -2.1776 -1.4227 0.9778
C 0.1136 -0.7585 0.2767
C 1.4708 -0.3034 0.6978
C 1.6714 1.0547 0.7259
C 2.7259 1.8089 1.3197
N -0.3397 0.5206 -2.4938
H -0.8395 -0.2775 2.0385
H -0.5929 -2.0761 1.7951
H -3.0878 -1.0782 -1.5041
H -0.2970 0.0162 -0.3544
H -0.0894 -0.2314 -3.0853
H 2.1359 -0.8332 1.2435
H 0.8267 1.6897 0.3643
H 3.7246 1.4438 1.5967
H 2.4624 2.7693 1.5567
H 0.1376 -1.6858 -0.3699
H -1.2150 0.1803 -2.0011
H -0.7262 1.2926 -3.0359
H -2.3498 -0.7143 0.0988
O -2.6957 -0.2361 -1.2212

Atoms 1-6, force components in eV/Å:
-2.9 0.9 1.1
1.5 1.8 -1.4
2.3 -0.8 -2.3
-3.9 0.7 -1.1
1.3 3.9 0.5
-1.5 -4.4 -1.4

---

The following is a DFT calculation (ωB97M-V with the def2-TZVPD basis set) of a cluster of 2 separate species, C5H13NO2 in total.

Output
**LUMO**: 0.8136 eV
**Energy above the lowest of the compared OMol25 structures with the same formula, charge and spin**: 71.30 kJ/mol
**Total charge**: 0
**E_HOMO**: -0.3620 Ha

Element x y z (Å)
C -0.4262 -0.1440 0.3210
C 0.3717 1.1479 0.3298
C 1.7028 0.9829 -0.4020
C -0.4839 2.2922 -0.3348
C 0.0876 -1.4661 0.9050
N 1.0693 -1.5258 1.8462
O -0.4088 -2.5097 0.5227
H -1.3226 0.0819 1.0349
H -0.9352 -0.4580 -0.6251
H 0.5654 1.4038 1.4064
H 1.5107 0.7518 -1.4775
H 2.4324 1.8116 -0.2939
H 2.2144 0.0361 -0.2658
H -1.3079 2.5438 0.2894
H -0.7805 1.9508 -1.3476
H 0.0893 3.2072 -0.3344
H 1.2419 -2.4149 2.2845
H 1.5689 -0.8072 2.3391
H -2.9782 -2.3275 -2.6494
H -2.0897 -2.3801 -1.3035
O -2.1213 -2.1767 -2.2450

Atoms 1-6, force components in eV/Å:
-2.4 -0.4 1.6
0.4 0.4 0.0
0.2 -0.4 -1.5
1.3 -1.3 0.3
0.3 0.2 -0.4
0.6 0.0 0.8

---

The following is a DFT calculation (ωB97M-V with the def2-TZVPD basis set) of a structure of composition C5H13NO2.

Output
**LUMO**: 0.6728 eV
**Energy above the lowest of the compared OMol25 structures with the same formula, charge and spin**: 345.02 kJ/mol
**Total charge**: 0
**E_HOMO**: -0.3147 Ha

Element x y z (Å)
C 1.7560 -0.8055 0.4313
C -1.6423 -0.2074 -1.1394
C -2.4060 0.4525 0.0194
C 1.4559 -0.1641 1.7388
C 2.2304 -0.1301 -0.6913
N -2.0545 1.8526 0.2458
O -0.2723 -0.1633 -0.8720
O 1.5612 -2.1267 0.4441
H 1.7539 -2.4995 -0.4268
H -2.3545 2.4122 -0.5469
H -1.0413 1.9204 0.2742
H -1.9991 -1.2459 -1.2534
H -1.8972 0.3120 -2.0806
H -3.4846 0.3797 -0.1442
H -2.1739 -0.1001 0.9345
H 0.5023 -0.5214 2.1200
H 0.8557 0.0588 -1.2884
H 2.2259 -0.4458 2.4626
H 1.4347 0.9173 1.6478
H 2.7179 0.8152 -0.4922
H 2.8322 -0.7109 -1.3834

Atoms 1-6, force components in eV/Å:
0.3 0.1 -0.7
-0.2 0.3 -0.6
0.3 0.0 -0.2
-0.1 -0.1 0.0
1.0 -0.4 0.7
0.0 0.0 0.0

---

Which value of E_HOMO does entry 6 give?
-0.2999 Ha

---

Which value of energy above the lowest of the compared OMol25 structures with the same formula, charge and spin does entry 3 give?
254.02 kJ/mol